The following is a quantum chemistry calculation of 16 unconnected molecules or ions with the total composition C48H128O48S16 at a distorted geometry, from OMol25.

Geometry as XYZ:
```
240
Properties=species:S:1:pos:R:3:lowdin_charge:R:1
O 0.33 -6.86 2.93 -0.27
S -0.49 -6.39 3.98 0.62
O -1.72 -5.60 3.80 -0.32
O -0.82 -7.67 4.95 -0.26
C -1.66 -7.48 6.07 -0.25
C -0.88 -7.80 7.41 -0.04
C 0.57 -5.36 5.03 -0.10
H -2.60 -8.03 5.96 0.12
H -1.94 -6.43 6.14 0.09
H -1.09 -8.78 7.85 0.07
H -1.15 -7.16 8.25 0.07
H 0.18 -7.67 7.20 0.07
H 1.30 -6.04 5.45 0.07
H -0.17 -5.07 5.78 0.05
H 1.06 -4.56 4.47 0.07
O -1.65 5.58 -4.38 -0.32
S -2.09 6.89 -4.83 0.67
O -1.89 8.10 -4.06 -0.30
O -1.29 7.13 -6.32 -0.27
C -1.24 8.50 -6.83 -0.28
C -1.52 8.66 -8.27 -0.09
C -3.92 6.79 -5.34 -0.05
H -0.21 8.83 -6.69 0.12
H -1.91 9.21 -6.32 0.11
H -0.83 8.10 -8.90 0.07
H -1.36 9.71 -8.49 0.09
H -2.49 8.36 -8.68 0.08
H -3.90 5.99 -6.07 0.05
H -4.09 7.82 -5.66 0.06
H -4.46 6.40 -4.47 0.06
O -2.24 -6.25 -3.46 -0.30
S -2.29 -6.44 -2.02 0.67
O -1.09 -6.93 -1.31 -0.32
O -2.77 -4.99 -1.35 -0.27
C -2.55 -4.77 0.05 -0.30
C -3.05 -3.45 0.47 -0.08
C -3.79 -7.54 -1.70 -0.07
H -1.50 -4.79 0.33 0.12
H -3.16 -5.43 0.67 0.12
H -2.53 -2.69 -0.12 0.06
H -2.88 -3.17 1.52 0.09
H -4.12 -3.42 0.31 0.08
H -3.60 -7.90 -0.69 0.06
H -3.78 -8.34 -2.44 0.07
H -4.61 -6.83 -1.79 0.06
O 1.96 1.93 6.46 -0.28
S 1.04 1.50 5.40 0.64
O 1.59 1.31 4.08 -0.30
O 0.44 0.13 5.94 -0.25
C -0.28 -0.63 5.01 -0.30
C -0.84 -1.96 5.55 -0.04
C -0.59 2.36 5.32 -0.08
H 0.32 -0.85 4.13 0.08
H -1.09 -0.05 4.56 0.10
H -0.05 -2.61 5.92 0.06
H -1.46 -2.56 4.88 0.07
H -1.50 -1.74 6.39 0.08
H -0.57 3.45 5.37 0.07
H -1.17 1.91 6.12 0.08
H -1.04 2.19 4.34 0.04
O -0.63 0.53 -5.73 -0.30
S 0.22 0.02 -4.68 0.67
O 0.21 0.61 -3.34 -0.32
O -0.06 -1.61 -4.52 -0.28
C 0.47 -2.39 -3.29 -0.20
C -0.54 -3.17 -2.53 -0.08
C 2.02 -0.06 -5.42 -0.04
H 1.04 -1.81 -2.56 0.09
H 1.26 -3.07 -3.60 0.12
H -1.04 -2.51 -1.83 0.07
H -0.20 -4.13 -2.15 0.09
H -1.27 -3.54 -3.25 0.08
H 2.71 -0.49 -4.70 0.03
H 2.23 1.01 -5.45 0.05
H 1.94 -0.53 -6.40 0.07
O 4.35 5.31 -4.90 -0.30
S 3.17 6.13 -4.90 0.67
O 2.86 7.03 -3.83 -0.27
O 2.91 6.99 -6.32 -0.24
C 3.65 6.54 -7.41 -0.30
C 2.81 6.60 -8.73 -0.06
C 1.87 4.85 -5.19 -0.08
H 3.95 5.50 -7.30 0.10
H 4.54 7.13 -7.63 0.12
H 2.00 5.87 -8.70 0.07
H 3.38 6.57 -9.65 0.07
H 2.25 7.51 -8.93 0.06
H 2.22 4.23 -6.03 0.06
H 0.91 5.31 -5.41 0.05
H 1.86 4.20 -4.32 0.04
O -4.38 7.87 -1.81 -0.30
S -5.04 7.68 -0.53 0.68
O -6.37 7.14 -0.45 -0.28
O -4.07 6.76 0.51 -0.30
C -2.61 6.80 0.40 -0.26
C -2.19 5.65 -0.45 -0.06
C -4.94 9.30 0.42 -0.09
H -2.17 7.03 1.37 0.12
H -2.32 7.72 -0.11 0.11
H -2.56 5.69 -1.47 0.07
H -2.52 4.71 0.00 0.08
H -1.12 5.64 -0.65 0.07
H -5.25 10.12 -0.24 0.06
H -3.88 9.47 0.57 0.05
H -5.38 9.28 1.42 0.07
O 4.62 4.97 2.17 -0.30
S 3.56 5.63 1.41 0.72
O 3.73 6.98 0.86 -0.31
O 3.05 4.65 0.09 -0.30
C 2.23 5.30 -0.88 -0.24
C 1.62 4.06 -1.60 -0.05
C 1.94 5.65 2.33 -0.08
H 2.84 5.93 -1.54 0.10
H 1.43 5.81 -0.35 0.09
H 2.38 3.48 -2.12 0.06
H 0.69 4.22 -2.14 0.08
H 1.25 3.35 -0.85 0.05
H 1.18 6.13 1.70 0.06
H 2.19 6.22 3.22 0.07
H 1.78 4.62 2.66 0.05
O 4.99 -4.16 1.59 -0.34
S 6.16 -4.23 0.66 0.73
O 7.45 -3.54 0.91 -0.31
O 6.49 -5.88 0.40 -0.26
C 7.46 -6.41 1.27 -0.33
C 7.92 -7.71 0.79 -0.07
C 5.65 -3.83 -1.06 -0.08
H 7.10 -6.44 2.30 0.10
H 8.34 -5.76 1.32 0.12
H 8.10 -7.67 -0.28 0.09
H 7.19 -8.52 0.89 0.08
H 8.86 -8.09 1.20 0.09
H 6.32 -4.41 -1.69 0.07
H 5.80 -2.76 -1.20 0.05
H 4.60 -4.14 -1.03 0.07
O 7.50 -3.40 5.53 -0.31
S 6.41 -4.27 5.98 0.70
O 6.39 -4.93 7.29 -0.30
O 5.09 -3.22 5.90 -0.31
C 4.98 -2.08 4.94 -0.23
C 4.03 -1.02 5.44 -0.06
C 5.85 -5.46 4.70 -0.11
H 4.86 -2.47 3.93 0.10
H 5.93 -1.54 5.01 0.11
H 3.04 -1.45 5.58 0.07
H 3.95 -0.20 4.72 0.06
H 4.39 -0.62 6.39 0.09
H 6.05 -5.12 3.68 0.03
H 4.82 -5.75 4.88 0.07
H 6.37 -6.41 4.86 0.06
O -1.57 0.60 1.91 -0.32
S -0.39 1.25 1.30 0.73
O 0.11 2.53 1.91 -0.31
O 0.83 0.09 1.23 -0.30
C 0.70 -1.19 0.64 -0.28
C 0.68 -2.17 1.76 -0.05
C -0.79 1.44 -0.50 -0.08
H 1.55 -1.27 -0.02 0.12
H -0.25 -1.30 0.11 0.10
H -0.30 -2.22 2.24 0.08
H 1.31 -1.80 2.57 0.08
H 1.05 -3.13 1.41 0.09
H -1.56 0.79 -0.92 0.07
H 0.09 1.20 -1.10 0.03
H -1.02 2.50 -0.57 0.05
O -6.01 1.84 -5.83 -0.33
S -5.14 1.86 -4.60 0.74
O -5.66 2.52 -3.37 -0.30
O -4.61 0.30 -4.32 -0.30
C -4.28 -0.58 -5.39 -0.25
C -3.46 -1.77 -4.77 -0.05
C -3.49 2.53 -5.07 -0.11
H -3.59 -0.22 -6.15 0.11
H -5.25 -0.89 -5.79 0.12
H -3.31 -2.50 -5.57 0.09
H -3.97 -2.25 -3.93 0.07
H -2.49 -1.48 -4.37 0.04
H -3.01 1.88 -5.80 0.04
H -2.78 2.70 -4.26 0.07
H -3.47 3.48 -5.60 0.05
O -6.66 2.40 6.00 -0.34
S -6.52 3.77 6.53 0.69
O -6.14 4.02 7.91 -0.30
O -5.43 4.63 5.63 -0.31
C -5.33 4.31 4.18 -0.21
C -4.32 5.35 3.61 -0.05
C -8.18 4.77 6.05 -0.05
H -6.26 4.34 3.61 0.12
H -5.00 3.27 4.11 0.09
H -4.20 5.16 2.54 0.06
H -3.34 5.37 4.08 0.07
H -4.74 6.36 3.57 0.07
H -7.69 5.64 5.60 0.04
H -8.78 4.92 6.95 0.05
H -8.73 4.30 5.24 0.05
O 3.80 -11.18 -2.99 -0.33
S 3.24 -10.62 -1.72 0.73
O 4.07 -10.74 -0.49 -0.34
O 2.84 -8.99 -1.99 -0.29
C 2.27 -8.20 -0.90 -0.25
C 3.30 -7.84 0.15 -0.07
C 1.55 -11.43 -1.39 -0.08
H 1.45 -8.75 -0.44 0.10
H 1.85 -7.43 -1.55 0.12
H 4.25 -7.66 -0.36 0.08
H 3.33 -8.68 0.85 0.07
H 3.01 -6.98 0.74 0.08
H 1.27 -11.13 -0.38 0.05
H 1.68 -12.51 -1.52 0.06
H 0.84 -10.94 -2.05 0.06
O -7.16 0.95 0.29 -0.30
S -5.72 0.89 0.08 0.67
O -5.04 1.98 -0.68 -0.31
O -4.93 0.67 1.49 -0.27
C -5.25 -0.41 2.31 -0.29
C -4.65 -0.11 3.72 -0.03
C -5.45 -0.75 -0.80 -0.08
H -4.83 -1.32 1.88 0.09
H -6.31 -0.65 2.40 0.12
H -3.89 -0.89 3.78 0.06
H -5.26 -0.35 4.59 0.07
H -4.29 0.89 3.96 0.07
H -4.37 -0.73 -0.80 0.06
H -6.03 -0.50 -1.69 0.06
H -5.97 -1.50 -0.20 0.06
O 4.22 -1.14 -2.69 -0.31
S 4.06 0.08 -1.91 0.67
O 2.83 0.79 -1.96 -0.29
O 4.39 -0.15 -0.22 -0.26
C 4.02 0.88 0.57 -0.34
C 4.63 0.50 1.93 -0.02
C 5.41 1.10 -2.44 -0.10
H 2.93 0.79 0.57 0.09
H 4.22 1.86 0.16 0.12
H 4.07 1.23 2.52 0.08
H 5.71 0.64 1.86 0.09
H 4.48 -0.55 2.17 0.08
H 5.14 2.13 -2.65 0.08
H 5.73 0.45 -3.26 0.07
H 6.23 1.29 -1.74 0.08
```

The spin multiplicity is 1. The value obtained for the largest force on an atom is 7.025 eV Å⁻¹. For the HOMO energy, the calculation gives -10.7 eV. The calculation puts the energy above the lowest of the compared OMol25 structures with the same formula, charge and spin at 1056.0 kJ/mol. The charge is 0. The frontier orbital gap is 10.6 eV.